Entry 1:
A structure of composition C25H44O2P2Sn at a distorted geometry. Source: the OMol25 dataset; level of theory: the ωB97M-V functional and the def2-TZVPD basis.

Each line ends with the Löwdin charge.
Atoms and positions in Å:
Sn1 -0.86382 -0.47504 -2.66506  1.177
C1 -0.77790 -2.75494 3.21917  -0.127
C2 0.52492 -3.02711 2.71789  -0.106
C3 0.71831 -1.45959 4.38924  -0.119
C4 -0.65726 -1.79426 4.25744  -0.138
C5 1.44612 -2.22517 3.44247  -0.104
C6 -2.04218 -3.38492 2.79185  0.007
H1 -1.87801 -4.02587 1.91941  0.088
H2 -2.80122 -2.63477 2.52639  0.084
H3 -2.47062 -4.01320 3.58906  0.120
C7 -1.75895 -1.23641 5.06404  0.009
H4 -2.60044 -1.93893 5.10199  0.099
H5 -2.13927 -0.29038 4.64540  0.095
H6 -1.43374 -1.03517 6.09522  0.103
C8 1.29007 -0.49622 5.34940  0.015
H7 0.76025 -0.53278 6.30964  0.103
H8 1.22661 0.53455 4.97077  0.100
H9 2.34827 -0.71629 5.53169  0.100
C9 2.91180 -2.22538 3.26434  0.015
H10 3.40491 -2.96401 3.91626  0.127
H11 3.33266 -1.24351 3.51109  0.100
H12 3.18432 -2.47347 2.23046  0.094
C10 0.86152 -4.01055 1.66782  0.014
H13 1.06730 -5.00615 2.09052  0.126
H14 1.75836 -3.69540 1.12329  0.092
H15 0.03602 -4.12108 0.95479  0.092
C11 -1.37792 0.88380 -4.34311  -0.300
C12 -1.40733 -0.48773 -4.79356  -0.301
C13 -0.21782 -1.11563 -5.49701  -0.185
C14 1.15252 -0.77163 -4.85069  -0.186
C15 1.12567 -0.29429 -3.37525  -0.449
C16 1.65485 1.11774 -3.26699  -0.494
C17 0.93473 2.19657 -4.10188  -0.206
C18 -0.35410 1.85400 -4.89262  -0.175
H16 -0.19673 -0.81120 -6.55916  0.139
H17 1.64546 -0.03603 -5.50897  0.121
H18 -0.32197 -2.21352 -5.50762  0.121
H19 -0.07355 1.56513 -5.91686  0.119
H20 -2.31259 1.33695 -3.99367  0.107
H21 -2.38185 -0.95518 -4.96351  0.110
H22 -0.88367 2.81412 -5.01452  0.125
H23 0.75420 3.08502 -3.47307  0.088
H24 2.69719 1.08155 -3.64277  0.085
H25 1.65621 2.55088 -4.86582  0.125
H26 1.78436 -1.67480 -4.87921  0.123
H27 1.66554 -1.00051 -2.73046  0.071
P1 -2.62930 1.32303 0.17913  0.826
C19 -4.00057 2.36308 -0.27364  -0.130
C20 -3.16201 -0.33580 0.57438  -0.153
P2 2.30200 1.83359 -1.53923  0.894
C21 -1.37860 1.24442 -1.11950  -0.369
C22 3.92913 0.99314 -1.37776  -0.322
C23 2.91389 3.54929 -1.78709  -0.292
H28 -4.34684 2.95167 0.58269  0.080
H29 -4.82397 1.73845 -0.63805  0.076
H30 -3.69735 3.04544 -1.07691  0.074
H31 -2.66501 -1.05291 -0.09435  0.030
H32 -4.24696 -0.40091 0.40997  0.074
H33 -2.92721 -0.59009 1.61821  0.046
H34 2.64924 3.98179 -2.75764  0.035
H35 4.00214 3.58701 -1.64068  0.043
H36 2.44092 4.14452 -0.99358  0.028
H37 -0.37588 1.43043 -0.70583  -0.041
H38 -1.60039 2.06213 -1.82690  0.013
H39 4.42968 1.47215 -0.52116  0.040
H40 4.54075 1.11202 -2.28488  0.051
H41 3.77193 -0.07423 -1.16211  0.028
C24 -0.76624 2.22994 3.53039  0.037
C25 -0.93887 1.58233 2.20371  -0.500
O1 -0.18246 0.76632 1.70161  0.086
O2 -2.10040 1.99661 1.57297  -0.143
H42 -1.57360 2.94435 3.70430  0.103
H43 0.19394 2.74648 3.55682  0.112
H44 -0.74917 1.47656 4.32736  0.072

Results
charge = +2
ΔE to the lowest compared entry with this formula, charge and spin = 0.0013 eV
highest occupied orbital energy (spin up / spin down) = -11.84 / -11.84 eV
Kohn-Sham gap (spin up / spin down) = 3.8 / 3.8 eV

=====

Entry 2:
A cluster of 5 separate species, C20H48O9 in total at a distorted geometry. Source: the OMol25 dataset; level of theory: the ωB97M-V functional and the def2-TZVPD basis.

Each line ends with the Löwdin charge.
Atoms and positions in Å:
C1 -2.06601 -3.18818 0.06745  -0.091
O1 -0.94085 -3.53746 0.85661  -0.167
C2 0.20524 -2.83467 0.50182  -0.242
C3 1.38934 -2.97966 1.41594  -0.186
O2 2.11820 -4.18330 1.14057  -0.176
C4 3.22652 -3.94439 0.29660  -0.121
H1 -2.89141 -3.79919 0.40833  0.090
H2 -1.85604 -3.32114 -1.00125  0.084
H3 -2.19445 -2.10281 0.17858  0.080
H4 -0.03651 -1.76578 0.36308  0.103
H5 0.59261 -3.15762 -0.48079  0.136
H6 0.96229 -3.21376 2.40456  0.131
H7 2.02538 -2.10778 1.56947  0.120
H8 4.06534 -3.61837 0.92714  0.078
H9 3.17448 -3.23630 -0.53934  0.088
H10 3.49610 -4.88819 -0.18538  0.086
C5 -1.71824 1.16447 2.91829  -0.101
O3 -0.71284 2.07350 2.50859  -0.191
C6 0.31668 1.45819 1.74503  -0.212
C7 1.16451 2.46770 1.01083  -0.185
O4 0.74975 2.74818 -0.31682  -0.186
C8 -0.55911 3.27043 -0.35052  -0.110
H11 -1.46327 0.11216 3.08103  0.088
H12 -2.47766 1.20821 2.13281  0.077
H13 -2.13942 1.48414 3.87009  0.086
H14 -0.10789 0.77159 0.99469  0.113
H15 0.84367 0.78646 2.43366  0.128
H16 2.17108 2.04750 1.00166  0.118
H17 1.21892 3.44167 1.50503  0.131
H18 -0.89210 3.71313 -1.29031  0.089
H19 -0.56744 4.15796 0.29689  0.093
H20 -1.33748 2.59269 0.00048  0.077
C9 4.57988 0.90328 -0.92638  -0.083
O5 4.57242 0.15662 0.29212  -0.222
C10 5.73161 0.39077 1.06861  -0.209
C11 5.65787 -0.60418 2.20900  -0.222
O6 6.70188 -0.39209 3.12583  -0.181
C12 6.49511 -0.94536 4.40750  -0.108
H21 3.67764 0.65594 -1.48337  0.077
H22 5.46774 0.50161 -1.42447  0.090
H23 4.56890 1.98607 -0.77419  0.091
H24 5.68142 1.41038 1.47115  0.131
H25 6.62833 0.27636 0.45162  0.127
H26 5.78206 -1.61381 1.79047  0.124
H27 4.64877 -0.60734 2.63410  0.125
H28 6.16902 -0.14909 5.08275  0.087
H29 7.47433 -1.18177 4.83550  0.084
H30 5.90176 -1.85689 4.41204  0.088
C13 -8.02945 2.91012 0.30352  -0.107
O7 -6.62682 2.85318 0.16197  -0.162
C14 -6.21445 1.76041 -0.59537  -0.257
C15 -4.69883 1.75369 -0.65413  -0.213
O8 -4.07712 0.55994 -1.06056  -0.194
C16 -4.40156 0.10064 -2.34914  -0.113
H31 -8.51439 3.17287 -0.64111  0.089
H32 -8.21519 3.69093 1.04157  0.089
H33 -8.48637 1.99766 0.69919  0.089
H34 -6.60221 1.71214 -1.62317  0.122
H35 -6.51147 0.78131 -0.18015  0.136
H36 -4.26596 1.90019 0.33538  0.121
H37 -4.44544 2.61528 -1.29203  0.132
H38 -5.48316 -0.06667 -2.40912  0.084
H39 -3.84952 -0.79208 -2.63507  0.079
H40 -4.13840 0.85159 -3.11058  0.096
C17 -0.79821 -0.20447 -2.57795  -0.187
C18 -0.77448 -0.40648 -4.06306  -0.163
C19 0.50019 -1.27341 -4.21533  -0.204
O9 1.23293 -1.12307 -3.02499  -0.148
C20 0.67229 -0.11180 -2.17634  -0.182
H41 -1.37486 -1.00110 -2.10351  0.098
H42 -1.32750 0.70128 -2.25449  0.109
H43 -0.66614 0.44708 -4.73346  0.111
H44 -1.70256 -0.89036 -4.37686  0.103
H45 1.10185 -0.87050 -5.03842  0.113
H46 0.27952 -2.31672 -4.45409  0.116
H47 1.12007 0.83111 -2.51495  0.119
H48 0.79915 -0.13261 -1.09488  0.097

Results
highest occupied orbital energy = -9.46 eV
Kohn-Sham gap = 10.2 eV
SMILES string = C1CCOC1.COCCOC.COCCOC.COCCOC.COCCOC

=====

Entry 3:
The molecule C5H5N at a distorted geometry. Source: the OMol25 dataset; level of theory: the ωB97M-V functional and the def2-TZVPD basis.

Each line ends with the Löwdin charge.
Atoms and positions in Å:
C1 2.57228 -0.01820 0.22654  0.122
C2 1.44264 0.26315 -0.04233  -0.243
C3 0.09218 0.54558 -0.18890  -0.219
C4 -0.91572 -0.34635 0.47866  -0.183
C5 -2.16167 -0.28200 -0.19368  -0.253
N1 -3.15669 -0.21251 -0.76510  0.157
H1 3.56022 -0.31135 0.07922  0.014
H2 -0.18040 1.59608 -0.23292  0.129
H3 0.40407 0.27837 -1.37877  0.209
H4 -0.60197 -1.38500 0.53566  0.134
H5 -1.07519 -0.01757 1.50112  0.132

Results
ΔE to the lowest compared entry with this formula, charge and spin = 3.2933 eV
highest occupied orbital energy = -9.81 eV
Kohn-Sham gap = 10.5 eV
SMILES string = C#CCCC#N

=====

Entry 4:
The molecule C9H12I2O2Si at a distorted geometry. Source: the OMol25 dataset; level of theory: the ωB97M-V functional and the def2-TZVPD basis.

Each line ends with the Löwdin charge.
Atoms and positions in Å:
C1 -0.06848 3.91656 0.15963  -0.082
C2 1.12757 3.22708 0.12241  -0.177
C3 -1.25535 3.21728 0.05467  -0.177
C4 -0.04046 1.09914 -0.06596  -0.262
C5 1.12676 1.84303 0.02487  -0.682
C6 -1.22377 1.83816 -0.06136  -0.673
C7 -0.98471 -2.11598 -2.28560  -0.119
C8 2.00031 -2.50098 0.45559  -0.166
C9 -0.89154 -1.37635 1.82407  -0.130
O1 -1.28084 -1.44954 -1.08485  -0.313
O2 1.16896 -1.63629 -0.26405  -0.309
Si1 -0.26834 -0.96935 0.08623  0.343
I1 3.05244 0.95025 0.03870  0.939
I2 -3.13291 0.91853 -0.20968  0.964
H1 -0.07838 4.99012 0.27042  0.108
H2 2.06019 3.76684 0.18949  0.082
H3 -2.20270 3.73598 0.07855  0.082
H4 -1.54625 -1.63375 -3.08641  0.087
H5 -1.29858 -3.15843 -2.20375  0.088
H6 0.08120 -2.07602 -2.50876  0.080
H7 3.01109 -2.39272 0.05834  0.069
H8 1.66124 -3.53230 0.32572  0.090
H9 2.00463 -2.25996 1.51928  0.078
H10 -1.04666 -2.44599 1.93269  0.038
H11 -0.15090 -1.07187 2.55956  0.037
H12 -1.82451 -0.88342 2.07022  0.002

Results
ΔE to the lowest compared entry with this formula, charge and spin = 0.0000 eV
highest occupied orbital energy = -8.69 eV
Kohn-Sham gap = 9.1 eV
SMILES string = CO[Si](C)(OC)c1c(I)cccc1I

=====

Entry 5:
A structure of composition C30H66N2O36S9 at a distorted geometry. Source: the OMol25 dataset; level of theory: the ωB97M-V functional and the def2-TZVPD basis.

Each line ends with the Löwdin charge.
Atoms and positions in Å:
C1 2.73475 -1.90093 -1.00803  -0.069
C2 3.98854 -2.37164 -0.25248  -0.253
N1 5.08338 -1.38743 -0.22327  -0.190
C3 6.12044 -1.86351 0.66616  -0.273
C4 7.13262 -0.85206 1.14012  -0.092
C5 5.57490 -1.15608 -1.55436  -0.270
C6 6.38461 0.10215 -1.71219  -0.064
H1 2.95976 -1.95149 -2.07133  0.042
H2 2.52863 -0.87691 -0.67770  0.071
H3 1.81394 -2.43898 -0.78256  0.058
H4 3.68747 -2.57232 0.78808  0.108
H5 4.35299 -3.36751 -0.61236  0.121
H6 5.57445 -2.23195 1.53693  0.110
H7 6.61258 -2.73687 0.19435  0.123
H8 7.62260 -1.28400 2.01786  0.078
H9 7.97009 -0.77986 0.43981  0.068
H10 6.70997 0.12053 1.35055  0.073
H11 4.81002 -1.09058 -2.33071  0.097
H12 6.13664 -2.06948 -1.86245  0.125
H13 5.77412 0.97215 -1.96430  0.054
H14 7.02606 0.02103 -2.60452  0.087
H15 7.05957 0.32595 -0.89509  0.044
C7 -1.19912 0.23160 -2.71478  -0.054
C8 -0.75678 -0.37572 -1.36345  -0.216
N2 -1.60249 -0.22724 -0.19290  -0.172
C9 -2.95760 -0.75677 -0.33220  -0.246
C10 -3.05330 -2.22075 -0.77531  -0.050
C11 -1.70730 1.12731 0.30893  -0.254
C12 -0.40357 1.85629 0.54978  -0.061
H16 -1.74907 -0.45393 -3.35465  0.084
H17 -0.33233 0.69948 -3.14917  0.040
H18 -1.89920 1.05059 -2.50683  0.064
H19 -0.47736 -1.42969 -1.49300  0.099
H20 0.17510 0.11011 -1.06584  0.088
H21 -3.54392 -0.61703 0.57441  0.096
H22 -3.47627 -0.19803 -1.15695  0.127
H23 -4.06096 -2.57604 -0.58836  0.069
H24 -2.67435 -2.49463 -1.75052  0.051
H25 -2.39104 -2.68410 -0.02616  0.048
H26 -2.26998 1.13892 1.24185  0.108
H27 -2.27542 1.71388 -0.43983  0.094
H28 0.14941 2.19914 -0.32259  0.044
H29 0.26383 1.33965 1.22881  0.065
H30 -0.65852 2.80558 1.04693  0.074
C13 3.94723 2.07903 3.39348  -0.139
C14 2.45246 1.83851 3.06032  -0.159
O1 1.86790 1.35463 4.24953  -0.202
S1 2.95666 0.66273 5.14395  0.519
O2 3.21540 -0.63073 4.63509  -0.216
O3 2.63863 0.82503 6.46444  -0.172
O4 4.13548 1.62703 4.72948  -0.169
H31 4.19369 3.13411 3.39062  0.129
H32 4.57981 1.51664 2.71318  0.122
H33 2.29595 1.11430 2.26109  0.119
H34 1.92750 2.74858 2.78546  0.130
C15 -8.07551 -3.60430 2.44457  -0.152
C16 -6.68903 -4.19935 2.44500  -0.179
O5 -6.03561 -3.48727 1.39634  -0.192
S2 -6.41795 -1.92474 1.54783  0.542
O6 -6.48085 -1.31860 0.29505  -0.195
O7 -5.58542 -1.31786 2.47315  -0.200
O8 -7.87739 -2.21825 2.12751  -0.183
H35 -8.60681 -3.67668 3.38735  0.134
H36 -8.66978 -4.03272 1.63277  0.134
H37 -6.69160 -5.26529 2.24924  0.138
H38 -6.17149 -4.02547 3.39785  0.136
C17 0.53094 -1.59326 -5.21451  -0.117
C18 1.87667 -2.26765 -5.11329  -0.140
O9 2.77614 -1.35720 -5.81311  -0.183
S3 2.37680 0.13775 -5.42077  0.529
O10 2.60036 0.99020 -6.46998  -0.162
O11 2.94115 0.42392 -4.15868  -0.224
O12 0.85233 -0.17535 -5.16364  -0.203
H39 -0.04730 -1.80268 -4.31616  0.100
H40 -0.07145 -1.79380 -6.09370  0.141
H41 1.90886 -3.18861 -5.70168  0.137
H42 2.21344 -2.49925 -4.10164  0.106
C19 1.64909 -5.97715 -2.85914  -0.103
C20 0.54580 -6.93833 -2.42667  -0.149
O13 -0.66247 -6.21774 -2.76103  -0.186
S4 -0.52018 -4.66540 -2.39715  0.548
O14 -0.79166 -4.46272 -1.03934  -0.196
O15 -1.18161 -3.93909 -3.37491  -0.194
O16 1.06049 -4.63809 -2.66371  -0.228
H43 1.87988 -6.10170 -3.91900  0.131
H44 2.54176 -6.00420 -2.23476  0.133
H45 0.51624 -7.33518 -1.40556  0.136
H46 0.57804 -7.84884 -3.03399  0.133
C21 -2.65556 1.95507 4.64446  -0.143
C22 -1.32844 1.95369 5.40054  -0.132
O17 -0.54694 2.89131 4.66261  -0.198
S5 -1.45943 4.10735 4.26234  0.549
O18 -1.06059 4.65115 3.03879  -0.205
O19 -1.60205 4.92890 5.40465  -0.203
O20 -2.77299 3.24353 4.04965  -0.188
H47 -3.48588 1.82851 5.34249  0.137
H48 -2.76612 1.18467 3.88366  0.128
H49 -0.85084 0.99905 5.25889  0.129
H50 -1.44990 2.32356 6.41145  0.136
C23 2.85118 2.36741 -1.56821  -0.143
C24 3.68109 3.18301 -2.55122  -0.157
O21 4.12399 4.32162 -1.81566  -0.165
S6 3.60040 4.30705 -0.31151  0.536
O22 3.11679 5.56456 -0.00509  -0.186
O23 4.51991 3.66576 0.54628  -0.216
O24 2.38512 3.33548 -0.57697  -0.208
H51 3.50029 1.64415 -1.04849  0.122
H52 1.98284 1.88565 -2.00372  0.106
H53 3.20222 3.46094 -3.48791  0.118
H54 4.54587 2.60678 -2.89039  0.116
C25 -0.43082 -3.33309 2.16902  -0.182
C26 -0.99317 -2.16887 2.95442  -0.120
O25 -1.93112 -2.76630 3.90253  -0.185
S7 -2.24268 -4.23822 3.43769  0.511
O26 -3.10219 -4.21971 2.35498  -0.185
O27 -2.51226 -5.02904 4.53007  -0.176
O28 -0.75783 -4.48573 2.92471  -0.162
H55 0.61319 -3.21775 1.91129  0.136
H56 -0.99005 -3.40812 1.23338  0.082
H57 -1.55867 -1.50272 2.28989  0.116
H58 -0.30716 -1.56440 3.54408  0.127
C27 -5.43105 5.11342 1.65768  -0.186
C28 -3.92546 5.09582 1.23120  -0.157
O29 -3.63196 3.72370 0.95465  -0.208
S8 -5.03854 3.04222 0.47518  0.576
O30 -5.04687 1.66221 0.65802  -0.178
O31 -5.36273 3.54873 -0.79521  -0.202
O32 -5.88222 3.81040 1.56771  -0.161
H59 -5.94566 5.81123 0.98773  0.130
H60 -5.60555 5.47686 2.66220  0.132
H61 -3.37433 5.47911 2.08835  0.111
H62 -3.71712 5.75226 0.38813  0.125
C29 -1.36950 4.01597 -1.98573  -0.133
C30 -1.56639 5.24997 -2.90816  -0.121
O33 -0.89477 4.91978 -4.13743  -0.184
S9 -0.30215 3.43034 -4.14915  0.541
O34 0.97342 3.50529 -4.70548  -0.191
O35 -1.21060 2.52637 -4.68923  -0.186
O36 -0.22423 3.32305 -2.56632  -0.213
H63 -2.25015 3.35862 -1.97393  0.117
H64 -1.20109 4.31975 -0.95709  0.127
H65 -0.95890 6.03609 -2.45425  0.132
H66 -2.59284 5.52979 -3.08909  0.131

Results
ΔE to the lowest compared entry with this formula, charge and spin = 0.5178 eV
highest occupied orbital energy = -8.23 eV
Kohn-Sham gap = 8.2 eV